C22H44BrCl2CsF13KNaO17P2S3 | ωB97M-V/def2-TZVPD

2S+1: 1
total charge: -1
M: 1331.50 Da
highest occupied orbital energy: -2.1 eV
LUMO energy: -0.0400 hartree

Positions of all 107 atoms, in Å:
C 3.66 0.08 -0.01
C 4.50 -0.50 -1.26
S 5.49 0.78 -2.19
C 4.34 2.12 -2.85
O 3.78 2.82 -1.69
S 2.41 3.65 -2.25
O 2.49 5.11 -1.81
O 0.99 3.08 -1.50
C -0.15 3.42 -2.39
C -1.34 4.22 -1.68
C -2.12 3.43 -0.52
F -1.29 2.49 0.22
F -2.42 4.49 0.51
C -3.54 2.85 -0.93
F -4.37 2.52 0.25
F -4.26 3.94 -1.59
C -3.51 1.64 -2.05
F -2.94 2.14 -3.29
F -4.96 1.49 -2.37
C -2.78 0.30 -1.56
F -2.84 0.06 -0.10
F -1.36 0.50 -1.83
S -3.25 -1.34 -2.39
F -1.61 -1.54 -2.95
F -3.67 -0.64 -3.88
F -4.83 -1.36 -1.77
F -2.73 -2.18 -0.95
F -3.58 -2.88 -3.08
H 3.46 -0.82 0.69
H 2.62 0.49 -0.32
H 4.25 0.88 0.56
H 5.26 -1.28 -0.86
H 3.76 -1.06 -1.93
H 3.52 1.59 -3.46
H 4.93 2.80 -3.57
H 0.30 4.15 -3.18
H -0.50 2.49 -3.03
H -0.87 5.17 -1.20
H -2.02 4.62 -2.52
Na 1.31 1.50 -3.45
Br -2.56 4.77 2.52
Cs -6.08 1.01 0.77
C -0.37 0.42 2.47
Cl -0.81 0.41 4.19
Cl 1.23 -0.28 2.22
H -1.11 -0.16 1.92
H -0.37 1.45 2.12
O 2.84 1.41 -8.83
P 1.71 2.30 -8.30
O 0.35 1.73 -8.72
O 1.87 3.71 -8.90
O 1.79 2.38 -6.78
C 8.75 -3.85 -1.61
O 7.66 -3.31 -0.87
P 7.14 -4.08 0.43
O 6.01 -3.43 1.13
O 8.46 -4.27 1.32
C 9.10 -3.09 1.78
O 6.84 -5.57 -0.10
C 6.53 -6.55 0.88
H 9.52 -3.08 -1.70
H 9.18 -4.73 -1.13
H 8.40 -4.12 -2.61
H 8.45 -2.21 1.70
H 10.00 -2.92 1.18
H 9.39 -3.22 2.82
H 5.92 -6.13 1.68
H 7.46 -6.94 1.30
H 5.99 -7.36 0.40
C -7.65 6.48 -1.91
O -8.54 7.57 -1.64
C -9.30 7.40 -0.54
O -9.28 6.44 0.19
O -10.08 8.49 -0.40
C -10.94 8.44 0.73
H -7.09 6.73 -2.81
H -6.95 6.35 -1.09
H -8.22 5.57 -2.09
H -10.36 8.38 1.65
H -11.63 7.60 0.65
H -11.52 9.37 0.75
K -13.34 7.57 -0.13
C -2.17 -6.47 3.02
O -1.81 -5.87 1.78
C -2.68 -4.79 1.42
C -2.05 -3.44 1.74
O -1.88 -3.26 3.15
C -0.55 -3.52 3.58
H -1.33 -7.07 3.35
H -2.39 -5.72 3.78
H -3.04 -7.12 2.88
H -3.65 -4.90 1.92
H -2.84 -4.85 0.34
H -2.72 -2.65 1.40
H -1.09 -3.32 1.22
H 0.09 -2.66 3.33
H -0.14 -4.42 3.13
H -0.56 -3.64 4.66
C 2.61 -2.59 5.15
C 2.39 -3.33 6.45
O 3.21 -4.49 6.50
H 2.38 -3.23 4.30
H 1.98 -1.70 5.10
H 3.65 -2.29 5.05
H 1.35 -3.65 6.54
H 2.63 -2.70 7.31
H 4.13 -4.20 6.43

Here are the Löwdin charges for atoms 1 to 4, given in e:
1 C -0.200
2 C -0.509
3 S 0.835
4 C -0.498


C22H44BrNO35P2S7 | ωB97M-V/def2-TZVPD

2S+1: 1
total charge: 0
M: 1248.89 Da
highest occupied orbital energy: -7.1 eV
LUMO energy: 0.0149 hartree
SMILES: COCC(=O)O[C@@](CCOC(C)=O)(P(N)O)P(O)Br.O=S1(=O)OCCO1.O=S1(=O)OCCO1.O=S1(=O)OCCO1.O=S1(=O)OCCO1.O=S1(=O)OCCO1.O=S1(=O)OCCO1.O=S1(=O)OCCO1

Positions of all 112 atoms, in Å:
C -2.79 -2.38 -4.79
O -1.51 -2.45 -4.07
C -1.64 -2.04 -2.66
C -0.83 -0.62 -2.49
O 0.29 -0.50 -3.25
O -1.19 0.54 -1.69
C -1.46 0.26 -0.28
C -0.56 -0.89 0.43
C 1.04 -0.60 0.59
O 1.74 -0.14 -0.61
C 2.09 1.27 -0.59
C 2.04 2.06 -2.07
O 2.50 2.01 0.44
P -1.43 1.98 0.62
N -0.61 1.86 2.21
O -0.54 3.11 -0.43
P -3.33 -0.28 -0.17
O -4.14 0.57 1.11
Br -4.27 0.52 -2.13
H -3.29 -3.46 -4.84
H -2.53 -2.10 -5.92
H -3.53 -1.56 -4.41
H -2.78 -2.01 -2.41
H -1.06 -2.84 -2.01
H -0.98 -1.01 1.54
H -0.67 -1.96 -0.05
H 1.19 0.06 1.55
H 1.53 -1.66 0.87
H 2.63 3.10 -2.03
H 2.57 1.33 -2.85
H 0.95 2.29 -2.43
H -1.31 1.91 2.99
H 0.07 2.65 2.31
H -0.52 4.03 0.01
H -4.50 1.46 0.76
O -1.63 3.91 -1.64
S -2.08 5.25 -1.95
O -3.27 5.83 -1.38
O -2.16 5.40 -3.57
C -1.31 6.46 -3.99
C -0.20 6.53 -2.95
O -0.84 6.28 -1.70
H -1.90 7.38 -4.01
H -0.92 6.27 -5.00
H 0.30 7.51 -2.94
H 0.55 5.75 -3.12
O 1.17 5.94 -7.50
S 1.48 5.15 -6.33
O 1.90 5.74 -5.08
O 2.57 4.01 -6.76
C 2.04 2.72 -6.48
C 0.53 2.87 -6.59
O 0.23 4.14 -6.04
H 2.34 2.44 -5.46
H 2.44 1.99 -7.19
H -0.01 2.08 -6.06
H 0.21 2.87 -7.64
O 1.55 0.23 3.71
S 2.47 -0.55 4.50
O 2.09 -1.78 5.16
O 3.17 0.44 5.59
C 4.59 0.42 5.40
C 4.80 0.11 3.92
O 3.80 -0.84 3.59
H 5.00 -0.37 6.03
H 5.02 1.38 5.69
H 5.80 -0.29 3.72
H 4.64 1.00 3.31
O -2.29 2.49 4.71
S -2.57 3.72 4.01
O -2.30 3.91 2.60
O -1.89 4.94 4.84
C -2.90 5.88 5.22
C -4.18 5.06 5.35
O -4.13 4.11 4.29
H -2.99 6.63 4.43
H -2.63 6.37 6.16
H -5.08 5.68 5.27
H -4.21 4.51 6.30
O -0.26 -0.27 -10.14
S 0.06 -1.05 -8.97
O 0.48 -0.46 -7.72
O 1.15 -2.19 -9.40
C 0.62 -3.48 -9.12
C -0.90 -3.34 -9.23
O -1.19 -2.06 -8.68
H 0.91 -3.76 -8.10
H 1.02 -4.22 -9.83
H -1.43 -4.12 -8.70
H -1.21 -3.33 -10.28
O 2.33 -3.48 4.12
S 3.16 -4.35 4.93
O 4.01 -3.87 5.99
O 4.05 -5.28 3.93
C 3.78 -6.66 4.18
C 2.34 -6.69 4.70
O 2.21 -5.54 5.53
H 4.48 -7.01 4.94
H 3.90 -7.24 3.27
H 2.13 -7.60 5.28
H 1.62 -6.61 3.89
O -0.52 -8.86 7.67
S -0.80 -7.62 6.97
O -0.53 -7.43 5.56
O -0.12 -6.40 7.80
C -1.13 -5.47 8.18
C -2.41 -6.28 8.31
O -2.36 -7.23 7.25
H -1.21 -4.72 7.39
H -0.86 -4.97 9.12
H -3.31 -5.66 8.23
H -2.44 -6.83 9.25

Here are the Löwdin charges for atoms 1 to 4, given in e:
1 C -0.106
2 O -0.236
3 C -0.130
4 C -0.210


C22H44Cl8F6HfO18P | ωB97M-V/def2-TZVPD

2S+1: 1
total charge: +3
M: 1203.65 Da
highest occupied orbital energy: -15.5 eV
LUMO energy: -0.4577 hartree

Positions of all 100 atoms, in Å:
Hf -1.19 2.49 0.14
P 0.93 -0.78 0.72
F 0.59 -1.00 -0.85
F 1.77 -2.13 0.82
F 2.24 0.06 0.32
F 1.17 -0.41 2.26
F -0.03 0.61 0.62
F -0.43 -1.56 1.10
C -1.00 0.57 5.46
O -0.72 0.95 4.10
C -0.93 2.17 3.72
O -0.74 2.50 2.55
O -1.31 2.98 4.67
C -1.50 4.37 4.38
H -1.04 -0.52 5.45
H -2.01 0.87 5.75
H -0.29 0.98 6.17
H -2.04 4.46 3.43
H -0.52 4.86 4.24
H -1.95 4.84 5.24
C -3.02 -3.26 -6.10
O -2.68 -3.49 -4.76
C -1.42 -3.21 -4.40
O -0.68 -2.44 -4.95
O -1.14 -3.92 -3.32
C 0.20 -3.97 -2.84
H -2.76 -4.09 -6.76
H -2.66 -2.33 -6.54
H -4.10 -3.13 -6.20
H 0.30 -4.93 -2.34
H 0.42 -3.15 -2.16
H 0.91 -3.98 -3.66
C -3.86 -1.61 3.02
O -3.35 -0.78 1.97
C -3.38 0.49 2.01
O -2.71 1.15 1.20
O -4.20 0.96 2.91
C -4.41 2.39 3.04
H -4.93 -1.51 3.20
H -3.45 -1.36 4.00
H -3.59 -2.63 2.81
H -3.90 2.94 2.26
H -4.10 2.70 4.04
H -5.49 2.52 3.06
C 3.76 2.95 -0.20
O 3.27 3.56 1.00
C 2.05 3.37 1.42
O 1.17 2.79 0.78
O 1.87 3.80 2.62
C 2.88 4.59 3.29
H 3.65 1.87 -0.18
H 4.81 3.21 -0.32
H 3.28 3.43 -1.05
H 3.12 5.49 2.73
H 3.74 3.95 3.52
H 2.48 4.84 4.26
C 1.41 4.20 -3.36
O 1.16 2.84 -3.72
C 0.68 2.01 -2.85
O 0.31 2.33 -1.70
O 0.69 0.78 -3.23
C 0.70 0.46 -4.65
H 2.17 4.65 -3.99
H 1.85 4.26 -2.37
H 0.55 4.86 -3.45
H -0.29 0.53 -5.08
H 1.00 -0.59 -4.68
H 1.38 1.12 -5.18
C -2.83 0.21 -4.64
O -2.28 0.87 -3.47
C -2.19 0.24 -2.35
O -1.83 0.86 -1.34
O -2.60 -0.98 -2.42
C -2.51 -1.88 -1.31
H -3.90 0.07 -4.51
H -2.35 -0.74 -4.88
H -2.66 0.88 -5.48
H -1.48 -2.19 -1.19
H -3.17 -2.73 -1.42
H -2.80 -1.41 -0.37
C 4.54 -0.35 2.17
Cl 6.13 -1.12 2.38
Cl 4.18 0.71 3.58
H 4.61 0.28 1.29
H 3.78 -1.11 2.05
C -0.39 -4.36 2.73
Cl -1.25 -3.21 3.79
Cl -1.25 -4.57 1.20
H 0.55 -3.87 2.49
H -0.21 -5.29 3.26
C 3.31 -4.86 1.34
Cl 4.98 -4.37 1.08
Cl 2.54 -5.37 -0.17
H 3.28 -5.57 2.15
H 2.77 -3.96 1.62
C 3.56 -1.36 -2.10
Cl 5.14 -1.77 -1.46
Cl 3.38 -1.79 -3.82
H 2.80 -1.93 -1.59
H 3.45 -0.28 -2.03

Here are the Löwdin charges for atoms 1 to 4, given in e:
1 Hf 2.423
2 P 0.223
3 F -0.127
4 F -0.115


C22H44N2O6 | ωB97M-V/def2-TZVPD

2S+1: 1
total charge: -2
M: 432.60 Da
highest occupied orbital energy: -1.1 eV
LUMO energy: 0.1307 hartree

Positions of all 74 atoms, in Å:
C 3.09 0.63 -0.51
C 4.56 0.42 -0.28
O 5.25 1.27 0.34
O 5.02 -0.72 -0.68
H 2.47 0.90 0.34
H 2.65 -0.27 -0.95
H 3.02 1.48 -1.18
C -0.33 -4.08 2.78
C 0.90 -4.52 2.09
O 1.11 -4.19 0.93
O 1.82 -5.17 2.65
H -0.56 -3.13 2.28
H -0.19 -3.97 3.85
H -1.05 -4.89 2.69
C -0.46 -0.41 -5.50
C -1.06 -1.80 -5.36
C -1.28 -2.22 -3.84
C -2.10 -3.41 -3.65
C -3.49 -3.15 -4.25
C -3.40 -2.87 -5.76
N -2.37 -1.88 -6.08
O -2.36 -1.46 -7.35
C -3.20 -4.22 -6.55
C -4.75 -2.20 -6.12
C -0.11 -2.82 -6.02
H -0.57 0.09 -6.46
H 0.59 -0.27 -5.23
H -0.88 0.33 -4.83
H -0.27 -2.46 -3.52
H -1.36 -1.43 -3.10
H -2.08 -3.61 -2.58
H -1.70 -4.34 -4.05
H -3.97 -2.35 -3.68
H -4.01 -4.10 -4.13
H -3.40 -4.18 -7.62
H -2.27 -4.80 -6.53
H -3.91 -4.93 -6.12
H -4.75 -1.16 -5.79
H -4.87 -2.29 -7.20
H -5.54 -2.79 -5.67
H 0.88 -2.56 -5.65
H -0.08 -2.91 -7.10
H -0.26 -3.85 -5.71
H -1.76 -2.11 -7.73
C 2.05 2.61 6.75
C 1.75 2.33 5.26
C 0.30 1.83 5.06
C -0.75 2.90 5.46
C -0.44 3.92 4.43
C 0.95 4.58 4.43
N 2.01 3.54 4.36
O 3.30 3.91 4.32
C 1.23 5.39 3.11
C 1.17 5.49 5.71
C 2.70 1.18 4.85
H 1.40 3.27 7.33
H 2.17 1.65 7.25
H 3.07 3.00 6.80
H 0.32 1.52 4.01
H 0.18 0.86 5.55
H -1.80 2.63 5.53
H -0.61 3.31 6.47
H -1.22 4.67 4.58
H -0.68 3.50 3.45
H 0.46 6.14 2.97
H 1.30 4.82 2.18
H 2.17 5.94 3.16
H 0.48 5.15 6.49
H 0.94 6.53 5.52
H 2.18 5.50 6.12
H 3.76 1.34 5.06
H 2.55 0.27 5.42
H 2.57 1.06 3.77
H 3.51 3.56 3.45

Here are the Löwdin charges for atoms 1 to 4, given in e:
1 C -0.071
2 C -0.794
3 O -0.135
4 O -0.152